The following is a DFT calculation (the ωB97M-V functional and the def2-TZVPD basis) of a 2-piece molecular cluster, C5H12SSi overall at a distorted geometry.

Geometry (Å):
C1 0.688 1.419 0.254
C2 -0.371 2.358 0.732
C3 -1.438 -0.351 -2.319
C4 -0.739 -1.184 1.560
C5 1.970 -1.474 -0.107
Si1 0.460 -0.415 0.305
S1 2.035 2.022 -0.505
H1 -0.877 1.975 1.616
H2 -1.120 2.500 -0.049
H3 0.067 3.330 0.954
H4 -2.389 -0.450 -1.839
H5 -1.185 0.598 -2.742
H6 -0.993 -1.224 -2.751
H7 -1.605 -1.615 1.066
H8 -0.249 -1.979 2.115
H9 -1.101 -0.452 2.275
H10 2.408 -1.891 0.800
H11 1.711 -2.297 -0.767
H12 2.729 -0.872 -0.599

Summary:
frontier orbital gap (alpha / beta) = 6.4 / 7.4 eV
LUMO level (alpha / beta) = -0.625 / -0.749 eV
total charge = 0
ΔE to the lowest compared entry with this formula, charge and spin = 77.7 kcal per mole
E_HOMO (alpha / beta) = -0.2568 / -0.2978 hartree

natural (NBO) population analysis, charges in e, atoms 1 to 5: number 1, C, carries -0.627; number 2, C, carries -0.682; number 3, C, carries -0.598; number 4, C, carries -1.133; number 5, C, carries -1.134